Entry 1:
Below is C18H6Br4N4O2PtSe as an isolated structure, with properties calculated with ωB97M-V with the def2-TZVPD basis set.

Geometry as XYZ:
```
36
C18H6Br4N4O2PtSe | OMol25 | ωB97M-V with the def2-TZVPD basis set
Pt 0.01561 -0.01884 0.03771
Se -4.57184 1.71077 -6.02581
N -2.89197 2.02154 -5.64475
C -2.59375 1.50964 -4.47004
C -1.30213 1.57874 -3.84552
C -0.18600 2.20772 -4.41766
C 1.00689 2.21018 -3.72103
C 1.06579 1.58961 -2.47464
N 0.01734 0.99499 -1.93011
C -1.15980 0.97332 -2.57995
C -2.26478 0.30823 -1.93136
N -2.03441 -0.24028 -0.72533
C -3.00836 -0.86354 -0.08163
C -4.29298 -0.98129 -0.60742
C -4.56638 -0.43001 -1.84433
C -3.53829 0.23228 -2.53203
C -3.69830 0.84461 -3.82131
N -4.81646 0.86276 -4.51421
H -0.27355 2.67765 -5.38678
H 1.89288 2.67989 -4.11744
H 1.98324 1.57089 -1.89853
H -2.75538 -1.28257 0.88519
H -5.04848 -1.50019 -0.03932
H -5.54956 -0.49945 -2.28721
Br 3.69799 -0.13331 6.15487
C 2.98628 -0.57794 4.48874
C 3.35217 -1.79123 3.86792
Br 4.54658 -2.94730 4.71492
C 2.82298 -2.13290 2.61633
Br 3.27990 -3.72867 1.75914
C 1.91475 -1.27576 1.94111
O 1.42623 -1.55685 0.81273
C 1.53222 -0.00746 2.58991
O 0.72643 0.76231 1.99920
C 2.09038 0.29656 3.85949
Br 1.57915 1.91216 4.64617
```

Output
DFT total energy, eV: -377559.66298
Net charge: +2
HOMO-LUMO gap, eV: 3.41

---

Entry 2:
Below is a 5-piece molecular cluster, C18H6Cl16F6O5S overall, with properties calculated with ωB97M-V with the def2-TZVPD basis set.

Geometry as XYZ:
```
52
C18H6Cl16F6O5S | OMol25 | ωB97M-V with the def2-TZVPD basis set
O -3.01738 -5.24073 2.90767
C -3.77910 -4.25108 2.96274
F -3.73366 -3.41493 4.13249
C -4.76918 -3.93078 1.71189
C -4.50063 -2.38605 1.34085
C -5.38309 -1.19249 1.79044
C -5.09231 0.31368 1.46150
C -3.82758 0.62414 0.62201
C -2.92917 -0.58944 0.14986
C -3.23846 -2.07476 0.48432
C -1.61407 -0.18573 -0.69675
O -1.15275 -0.88687 -1.62515
C -0.92121 1.20432 -0.22200
S 0.92869 1.22643 -0.25608
O 1.45444 0.88429 -1.64444
O 1.37898 0.07629 0.64011
C 1.68880 2.83419 0.30935
F 0.99695 4.00307 -0.16334
F 2.98317 2.89920 -0.31610
C 1.97338 2.93130 1.89199
F 0.80378 2.95894 2.68844
F 2.63017 4.19099 2.11965
F 2.85362 1.94648 2.38299
C -1.73462 2.30671 0.20799
C -3.34535 2.11630 0.22758
O -4.13154 3.04670 -0.06902
H -4.37301 -4.56596 0.85065
H -5.85022 -4.15699 1.99653
H -6.30258 -1.39958 2.43320
H -5.74278 1.18742 1.79559
H -2.50962 -2.87197 0.10307
H -1.27865 3.28451 0.57267
Cl 4.75627 0.44840 -1.85945
C 5.41331 1.61112 -3.02945
Cl 6.64565 2.61836 -2.23802
Cl 6.14784 0.73669 -4.39089
Cl 4.09690 2.64282 -3.62773
Cl 1.92667 -4.72511 -3.17003
C 3.22207 -3.58348 -2.74783
Cl 4.10326 -4.18599 -1.32800
Cl 4.34215 -3.42476 -4.11892
Cl 2.51666 -1.99890 -2.37133
Cl 1.59290 -5.68879 1.61165
C 2.84983 -4.70984 2.39867
Cl 2.57164 -4.68837 4.15370
Cl 4.44683 -5.41376 2.06094
Cl 2.78882 -3.05079 1.76857
Cl 0.05505 6.55861 -4.38974
C 0.82967 6.52471 -2.79129
Cl -0.38814 6.16135 -1.54838
Cl 2.08053 5.26486 -2.76354
Cl 1.56835 8.10553 -2.45714
```

Output
DFT total energy, eV: -256489.02885
SMILES string: O=C(F)Cc1ccc2c(c1)C(=O)C(S(=O)(=O)C(F)(F)C(F)(F)F)=CC2=O.ClC(Cl)(Cl)Cl.ClC(Cl)(Cl)Cl.ClC(Cl)(Cl)Cl.ClC(Cl)(Cl)Cl
HOMO-LUMO gap, eV: 7.85

---

Entry 3:
Below is C18H70CdN4O17 as an isolated structure, with properties calculated with ωB97M-V with the def2-TZVPD basis set.

Geometry as XYZ:
```
110
C18H70CdN4O17 | OMol25 | ωB97M-V with the def2-TZVPD basis set
Cd 0.05415 0.31466 -0.41988
O 0.66968 6.38216 -4.38752
C 1.54297 5.26335 -4.09197
C 1.98066 4.89473 -2.64223
O 0.89581 4.91679 -1.70524
H 2.45020 5.61337 -4.58444
H 1.30452 4.37436 -4.67588
H 2.76867 5.47649 -2.16401
H 2.51393 3.94433 -2.66331
C 4.93827 -0.72671 -4.23877
C 3.54324 -0.94728 -3.70202
C 2.65659 -1.98057 -4.47046
O 1.29094 -2.05494 -3.94154
C 0.57196 -3.27645 -4.36604
N 3.54927 -1.30606 -2.33172
H 5.21196 0.29838 -3.98902
H 4.96097 -0.86597 -5.31960
H 5.63525 -1.48145 -3.87449
H 2.88855 -0.07581 -3.69641
H 3.12102 -2.96663 -4.47989
H 2.62686 -1.67364 -5.51593
H 1.10610 -4.09127 -3.87730
H 0.53709 -3.47424 -5.43739
H -0.47676 -3.08241 -4.14099
H 4.42218 -1.09854 -1.86798
H 3.40229 -2.29896 -2.21917
C -1.07383 0.21476 3.33757
C -0.11655 1.33901 2.82977
C 1.29285 0.83090 3.12431
O 1.55668 0.80732 4.52134
C 2.52205 -0.05995 4.98639
N -0.33043 1.43065 1.43376
H -2.10217 0.33716 2.99753
H -1.02013 0.18431 4.42582
H -0.78158 -0.70592 2.83255
H -0.20318 2.27376 3.38369
H 1.99452 1.52607 2.66333
H 1.35270 -0.19356 2.75687
H 1.91969 -0.56495 5.74153
H 3.28119 0.36406 5.64368
H 2.83292 -0.84042 4.29190
H -1.32985 1.57631 1.42649
H 0.08759 2.34199 1.31205
C 3.08617 -5.56184 2.80570
C 2.61645 -4.36921 1.97063
C 1.80608 -4.80062 0.65986
O 1.36227 -3.78228 -0.21792
C 0.34875 -4.02923 -1.12922
N 1.97095 -3.39705 2.78717
H 3.88899 -5.25657 3.47680
H 3.61480 -6.30258 2.20575
H 2.40041 -6.10984 3.45188
H 3.47304 -3.84228 1.55028
H 0.95246 -5.45711 0.82855
H 2.47771 -5.44053 0.08754
H 0.62704 -4.70346 -1.93920
H -0.01389 -3.11589 -1.60083
H -0.58908 -4.35223 -0.67729
H 1.10271 -3.58809 3.26652
H 1.81797 -2.54247 2.27105
C -4.65810 0.30300 1.61961
C -6.18472 0.39696 1.45368
C -6.76372 1.87561 1.53874
O -6.92451 2.28621 2.93496
C -7.45130 3.52782 3.01515
N -6.27740 -0.06710 0.14696
H -4.53116 0.93409 2.49921
H -4.07882 0.88483 0.90266
H -4.25899 -0.69141 1.81956
H -6.70401 -0.27257 2.13937
H -7.75094 1.88817 1.07687
H -6.01533 2.53371 1.09724
H -8.50179 3.72554 2.80189
H -6.86330 4.36610 2.64146
H -7.36208 3.78186 4.07138
H -7.27025 -0.16967 -0.00741
H -5.86654 0.59588 -0.49471
O -2.43385 -0.50430 -3.30026
H -3.07645 0.17695 -3.10225
H -2.75163 -0.90627 -4.10875
O 4.19289 2.81844 0.67205
H 3.94775 2.77970 1.59652
H 5.13089 3.00903 0.68027
O 1.97843 0.94677 -0.36801
H 2.39783 1.74166 -0.03866
H 2.53761 0.66227 -1.09092
O -2.78104 3.18581 1.92192
H -2.86285 3.14013 2.87453
H -3.64394 3.46980 1.62030
O 0.38642 -1.47137 0.62317
H -0.41261 -1.93009 0.88268
H 1.04748 -2.16032 0.55557
O -1.97321 -0.38326 -0.52433
H -2.41378 -0.52752 -1.36177
H -2.53789 -0.80940 0.12047
O -1.90751 -2.65770 1.50208
H -1.69243 -3.04606 2.35011
H -2.82664 -2.88442 1.36051
O 4.13598 1.98425 -1.91547
H 4.39344 2.21062 -1.02178
H 3.72195 2.77798 -2.25429
O -0.65523 2.08357 -1.28994
H -0.25521 2.95197 -1.33571
H -1.33732 2.09787 -1.96134
O 0.63308 4.15267 1.11422
H 1.14287 4.43905 0.35637
H 0.14989 4.93264 1.38703
O 0.12531 -0.61238 -2.30854
H 0.74857 -1.21873 -2.70868
H -0.63749 -0.63635 -2.88630
```

Output
DFT total energy, eV: -65121.93500
HOMO-LUMO gap, eV: 1.64

---

Number 1: strongest force on any atom 3.26 eV/Å. Number 2: strongest force on any atom 8.44 eV/Å. Number 3: strongest force on any atom 4.13 eV/Å.